# 1
The following is a quantum chemistry calculation of C19H25ClN4OS2Te4Ti as an isolated structure, from the OMol25 dataset.

Each line ends with the Löwdin charge.
Atoms and positions in Å:
Ti: 0.34305 0.41631 0.76713  0.4257
C: 4.18399 -2.44680 -2.94814  -0.0956
C: 2.70612 -2.45295 -3.32269  -0.2614
N: 2.03919 -1.19835 -3.05074  -0.0349
C: 1.64380 -0.84074 -1.80008  -0.7626
S: 0.84597 0.71495 -1.58960  0.6133
N: 1.83936 -1.65635 -0.81021  0.0243
N: 1.25446 -1.15681 0.33646  -0.1945
C: 1.98913 -1.10239 1.49905  -0.3134
C: 3.47025 -1.31957 1.44275  -0.0232
C: 1.28845 -0.73797 2.66394  -0.2793
C: 1.91185 -0.45815 3.93243  -0.0354
C: 1.13856 -0.13246 4.99623  -0.0920
C: -0.27826 -0.01989 4.86501  -0.0996
C: -0.81671 -0.18348 3.62731  -0.1450
N: -0.07716 -0.50073 2.53948  -0.0417
H: 4.63460 -3.42222 -3.14203  0.0660
H: 4.29397 -2.22055 -1.88784  0.0536
H: 4.72791 -1.69488 -3.52277  0.0673
H: 2.18795 -3.23149 -2.76019  0.1078
H: 2.58031 -2.67204 -4.38439  0.1095
H: 1.93917 -0.50970 -3.77296  0.1099
H: 3.98330 -0.47866 0.96757  0.0904
H: 3.66966 -2.20236 0.83570  0.0724
H: 3.89370 -1.47251 2.43208  0.0630
H: 2.98540 -0.51802 4.03077  0.0965
H: 1.60225 0.05356 5.95780  0.0991
H: -0.90668 0.22477 5.70858  0.0905
H: -1.87302 -0.04039 3.43139  0.1155
Te: -4.20407 4.59053 -1.31097  -0.2776
Te: -5.75614 5.27640 -3.30357  -0.2667
Te: -3.36519 1.61064 -1.86766  0.5112
Te: -1.81287 2.09050 0.29880  0.2735
C: 1.04193 4.40032 0.57183  -0.2538
S: 1.49644 3.43944 2.02573  0.9218
C: 0.07790 3.72035 3.07359  -0.2536
O: 1.41735 1.97090 1.64500  -0.6534
H: 1.87441 5.06245 0.34303  0.0490
H: 0.12291 4.95684 0.73758  0.0553
H: 0.87590 3.68698 -0.23597  0.0178
H: 0.13724 4.74794 3.43413  0.0637
H: 0.17042 3.02122 3.90412  0.0523
H: -0.84973 3.54994 2.52585  -0.0176
Cl: -4.93236 -3.09824 -0.15265  0.6484
C: -4.26409 -2.14990 -1.45795  -0.6163
C: -4.92222 -2.09438 -2.62663  -0.1237
C: -4.37453 -1.38493 -3.75752  -0.1190
C: -3.21237 -0.71378 -3.61521  -0.2319
C: -2.57507 -0.57501 -2.32631  -0.4981
C: -2.98647 -1.47917 -1.23531  -0.3988
C: -2.23480 -1.62017 -0.13307  -0.0190
H: -5.86547 -2.61576 -2.72611  0.0959
H: -4.89853 -1.40963 -4.70301  0.0907
H: -2.78128 -0.17731 -4.45239  0.0999
H: -1.51240 -0.35277 -2.34744  0.0245
H: -2.50423 -2.21308 0.72667  0.0387
H: -1.36323 -0.98045 -0.07660  -0.0392

Computed properties:
- HOMO level (spin up / spin down) (eV) = -3.13 / -2.99
- charge = -1
- multiplicity = 2
- Kohn-Sham gap (spin up / spin down) (eV) = 4.8174 / 4.6759

=====

# 2
The following is a quantum chemistry calculation of C19H25FeIN5O2P2 as an isolated structure, from the OMol25 dataset.

Each line ends with the Löwdin charge.
Atoms and positions in Å:
Fe: 0.21539 -0.23884 0.01963  0.3678
N: -3.84958 -0.34350 0.74317  0.0836
C: -2.65503 -0.70318 1.21276  -0.0714
N: -1.73510 -0.14777 0.44552  0.0407
C: -2.44971 0.52847 -0.50146  -0.2660
N: -3.74149 0.43107 -0.34898  0.1828
C: -1.69337 1.18035 -1.56807  -0.1443
C: -2.26723 1.91206 -2.59436  -0.0142
N: -1.53344 2.43440 -3.56882  0.1404
C: -0.22839 2.21639 -3.51988  -0.0542
C: 0.36510 1.49287 -2.49151  -0.0476
N: -0.35882 0.97463 -1.50267  0.0522
H: -4.76354 -0.58926 1.09752  0.1860
H: -2.49876 -1.34273 2.06602  0.1590
H: -3.33903 2.06732 -2.62013  0.1398
H: 0.37909 2.62360 -4.31830  0.1313
H: 1.42857 1.32930 -2.47748  0.0818
C: 3.49024 0.11285 -1.69748  -0.2237
P: 2.55459 -0.37718 -0.21893  0.9043
C: 3.14904 -2.06369 0.07101  -0.1950
C: 3.25210 0.68669 1.10789  -0.3476
C: 2.32269 0.71910 2.32537  -0.3457
P: 0.63448 1.16185 1.78356  0.8663
C: -0.43738 0.86061 3.20414  -0.2084
C: 0.57222 2.94225 1.47353  -0.2016
H: 4.54284 -0.10747 -1.50886  0.0703
H: 3.41200 1.17971 -1.90000  0.0478
H: 3.17582 -0.46016 -2.56955  0.0689
H: 4.23885 -2.06795 0.02442  0.0719
H: 2.76477 -2.72411 -0.70761  0.0724
H: 2.82742 -2.43431 1.04139  0.0569
H: 3.36080 1.68952 0.68566  0.0902
H: 4.25380 0.34115 1.36910  0.1078
H: 2.66876 1.42480 3.08293  0.1079
H: 2.25273 -0.26478 2.79558  0.0964
H: -0.02453 1.38925 4.06620  0.0737
H: -0.46737 -0.20520 3.42846  0.0555
H: -1.43992 1.24373 3.02243  0.0557
H: 0.84838 3.49917 2.37002  0.0704
H: -0.44039 3.22509 1.18391  0.0593
H: 1.24941 3.21510 0.66378  0.0526
I: -0.47133 -8.76330 0.96074  0.9803
C: -0.29936 -6.70939 0.73194  -0.7194
C: -0.60767 -6.12307 -0.49403  -0.1200
C: -0.49193 -4.75566 -0.64746  0.0065
C: -0.06679 -3.97039 0.42699  -0.1542
C: 0.24210 -4.56170 1.65443  -0.0044
C: 0.12550 -5.92865 1.80643  -0.1242
C: 0.06355 -2.53624 0.25532  -0.5411
O: -0.19873 -1.93367 -0.84321  -0.0278
O: 0.46757 -1.75837 1.20749  -0.1293
H: -0.93477 -6.73664 -1.32161  0.1053
H: -0.72607 -4.28988 -1.59533  0.1276
H: 0.57224 -3.95146 2.48476  0.1229
H: 0.36408 -6.39375 2.75255  0.1039

Computed properties:
- HOMO level (spin up / spin down) (eV) = -13.27 / -13.27
- charge = +2
- multiplicity = 2
- Kohn-Sham gap (spin up / spin down) (eV) = 6.8142 / 6.2476

=====

# 3
The following is a quantum chemistry calculation of one molecule with the formula C19H25N3O2S at a distorted geometry, from the OMol25 dataset.

Each line ends with the Löwdin charge.
Atoms and positions in Å:
N: 0.50412 5.50681 2.33438  0.0061
O: -0.72872 5.80813 2.84438  -0.0788
O: -0.16467 -3.03565 -1.70314  -0.0865
S: 2.87368 3.77694 -0.42840  1.0510
C: 3.05003 4.11729 2.05877  -0.1389
C: 4.29886 3.54719 1.64956  -0.1174
C: 2.12820 4.17246 1.08258  -0.4909
C: 4.42980 3.32468 0.26924  -0.5326
C: 0.75032 4.61239 1.41450  -0.2886
C: -2.36952 -5.03459 0.32235  -0.1191
C: -2.64020 -4.16811 1.35911  -0.0702
C: -1.57201 -4.66322 -0.69066  0.0220
C: -2.10443 -2.88246 1.36832  0.0107
C: -0.97918 -3.31675 -0.67098  -0.2597
C: -1.21230 -2.49689 0.35816  -0.2232
N: -0.64358 -1.20071 0.38105  -0.1075
N: 0.30870 1.53640 0.62540  -0.1494
C: 1.19049 -3.08852 -1.31267  -0.0805
C: 5.48119 3.14863 -0.75956  -0.1332
C: -0.35680 3.92536 0.66310  -0.1262
C: -0.66612 2.51200 1.26561  -0.1387
C: -1.16913 -0.18120 -0.55850  -0.1097
C: -0.04610 -0.71049 1.63209  -0.1415
C: -0.17664 1.03265 -0.69688  -0.1566
C: 0.98264 0.41370 1.33762  -0.1449
H: -0.75445 6.15229 3.80716  0.1460
H: 2.72904 4.37495 3.04068  0.1014
H: 5.11064 3.44545 2.38000  0.1054
H: -2.76514 -5.96565 0.22371  0.0754
H: -3.26269 -4.52574 2.11864  0.0829
H: -1.48523 -5.45305 -1.44990  0.1248
H: -2.32557 -2.03132 2.03829  0.1222
H: 1.55072 -2.28696 -0.71923  0.0523
H: 1.97447 -3.24092 -2.10180  0.1038
H: 1.25012 -3.96640 -0.58714  0.1155
H: 5.74612 4.13911 -1.34718  0.1286
H: 6.32448 2.71151 -0.31393  0.0537
H: 5.09691 2.43226 -1.46005  0.0563
H: -1.20532 4.60308 0.51577  0.1134
H: -0.00005 3.68506 -0.36921  0.0949
H: -0.65472 2.40258 2.38456  0.1354
H: -1.70102 2.34367 1.00394  0.0918
H: -1.40567 -0.56551 -1.55728  0.1240
H: -2.08060 0.23021 -0.09513  0.1088
H: 0.51765 -1.53002 2.05293  0.1218
H: -0.83206 -0.34418 2.27935  0.1034
H: 0.69844 0.62717 -1.26092  0.1205
H: -0.51231 1.81620 -1.37061  0.1061
H: 1.82978 0.03710 0.81358  0.0984
H: 1.44666 0.71193 2.28716  0.1175

Computed properties:
- HOMO level (eV) = -7.69
- Kohn-Sham gap (eV) = 8.2384
- SMILES = COc1ccccc1N1CCN(CC/C(=N\O)c2ccc(C)s2)CC1

=====

# 4
The following is a quantum chemistry calculation of one molecule with the formula C19H25N3O3, from the OMol25 dataset.

Each line ends with the Löwdin charge.
Atoms and positions in Å:
C: 3.46080 -4.36647 2.00971  -0.0859
H: 3.58440 -5.07670 1.18606  0.0973
O: 2.42369 -3.45334 1.75198  -0.1043
C: 1.14684 -3.94907 1.59016  -0.2085
C: 0.80432 -5.28712 1.65253  -0.0323
C: -0.51630 -5.67687 1.47483  -0.0976
C: -1.49299 -4.73223 1.23455  -0.0901
C: -1.16328 -3.38804 1.16927  -0.0084
C: 0.15001 -2.98307 1.34670  -0.1517
N: 0.56817 -1.65349 1.29432  0.1522
C: -0.19640 -0.52175 1.14005  -0.5436
O: -1.39691 -0.51308 0.96523  0.0580
N: 0.54587 0.62385 1.21181  0.0754
H: 1.55046 0.56720 1.25626  0.1414
C: -0.02803 1.92092 0.95705  -0.1105
H: 0.28100 2.61263 1.74605  0.1249
H: -1.11149 1.80027 0.99426  0.1272
C: 0.39531 2.51923 -0.41201  -0.2256
C: -0.02152 3.96214 -0.47309  -0.2372
C: -0.38371 4.73620 -1.53559  -0.0198
C: -0.64324 6.02854 -1.01647  -0.0584
C: -0.41487 5.94573 0.31963  -0.1202
O: -0.03572 4.69892 0.65915  0.0357
H: -0.48271 6.66724 1.10928  0.1164
H: -0.95514 6.89308 -1.56568  0.0987
H: -0.45520 4.41836 -2.55394  0.1079
N: -0.09249 1.84812 -1.59672  -0.1206
C: -1.52710 1.61780 -1.64033  -0.1823
C: -1.94384 1.34905 -3.08406  -0.1775
C: -1.19598 0.13332 -3.62012  -0.2058
C: 0.30364 0.36121 -3.46599  -0.1816
C: 0.62969 0.66019 -2.00376  -0.1901
H: 1.70261 0.84451 -1.89451  0.1213
H: 0.36271 -0.22201 -1.39800  0.1141
H: 0.86197 -0.51770 -3.79377  0.1083
H: 0.60813 1.21328 -4.07589  0.1133
H: -1.44845 -0.03955 -4.66820  0.1065
H: -1.48837 -0.75134 -3.04960  0.1137
H: -3.02148 1.18462 -3.12747  0.1103
H: -1.70283 2.22160 -3.69379  0.1082
H: -2.03083 2.51219 -1.26830  0.1247
H: -1.82160 0.76017 -1.01527  0.1126
H: 1.49561 2.48377 -0.45942  0.1538
H: 1.55871 -1.54651 1.46088  0.1357
H: -1.91750 -2.64167 0.98666  0.1004
H: -2.51960 -5.03450 1.09673  0.1015
H: -0.76827 -6.72514 1.52739  0.0999
H: 1.55417 -6.03939 1.83978  0.1014
H: 3.29053 -4.91484 2.94154  0.0976
H: 4.36520 -3.76689 2.10571  0.0935

Computed properties:
- HOMO level (eV) = -7.97
- Kohn-Sham gap (eV) = 8.5167
- SMILES = COc1ccccc1NC(=O)NC[C@H](c1ccco1)N1CCCCC1